No. 1
The following is a quantum chemistry calculation of a cluster of 7 separate species, C28H58N4O8 in total at a distorted geometry, from OMol25.

E_HOMO (spin up / spin down): -10.43 / -10.43 eV
orbital gap (spin up / spin down): 7.6 / 2.6 eV
calculated total energy: -1922.272944 a.u.

Structure (ORCA input):
```
! RIJCOSX wB97M-V def2-TZVPD def2/J DEFGRID3
* xyz 1 2
O 1.5492 1.1268 1.6029
C 1.5310 0.4706 0.5943
N 0.4280 0.5787 -0.1828
C 2.7939 -0.2943 0.1186
H 0.4142 0.2735 -1.1455
H -0.3698 1.0584 0.2090
H 3.6347 0.3944 0.0356
H 2.5788 -0.8225 -0.8103
H 3.0839 -1.0188 0.8796
O -0.9548 5.2139 2.9560
C -0.1226 4.3128 2.7201
N -0.1037 3.5763 1.6195
C 1.1115 4.0448 3.5627
H -0.8727 3.6425 0.9681
H 0.4620 2.7510 1.7579
H 1.5946 4.9820 3.8390
H 1.8558 3.4657 3.0161
H 0.8670 3.6096 4.5317
C 1.3037 0.4069 -4.0859
C 0.3573 -0.8511 -4.1098
N -0.4515 -0.9181 -2.8997
C -0.8059 -2.2666 -2.4348
C 0.5244 -2.9454 -1.9980
C -1.6000 0.0276 -2.9585
C -2.7649 -0.2292 -3.8661
H 2.1240 0.2617 -3.3829
H 0.7943 1.3575 -3.9283
H 1.8050 0.4613 -5.0522
H -0.2602 -0.6732 -4.9903
H 0.9026 -1.7869 -4.2322
H -1.2195 -2.8317 -3.2702
H -1.5434 -2.1521 -1.6405
H 0.9832 -2.3999 -1.1734
H 1.2720 -3.0673 -2.7818
H 0.3297 -3.9351 -1.5848
H -1.9059 0.1264 -1.9170
H -1.1137 0.9892 -3.1226
H -3.5523 0.4751 -3.5978
H -2.5652 -0.1838 -4.9367
H -2.9806 -1.2952 -3.7932
C -3.9171 1.4327 3.1117
C -3.1581 0.3134 2.2806
N -3.6787 -1.0395 2.7192
C -4.9662 -1.3306 2.0812
C -5.7055 -2.5920 2.6025
C -2.6257 -2.0728 2.5838
C -1.9417 -2.3430 1.1206
H -3.4161 2.3602 2.8347
H -3.9260 1.4027 4.2013
H -4.9712 1.5236 2.8499
H -3.2541 0.3824 1.1971
H -2.0929 0.3403 2.5105
H -5.5523 -0.4846 2.4403
H -5.0340 -1.3504 0.9935
H -5.1351 -3.4675 2.2922
H -5.7202 -2.6002 3.6924
H -6.7352 -2.6398 2.2483
H -2.9022 -3.0313 3.0231
H -1.8650 -1.7887 3.3110
H -2.5661 -2.0385 0.2806
H -1.7852 -3.4184 1.0371
H -1.0477 -1.7573 0.9064
O -2.2555 2.7367 0.0337
C -3.3766 2.9196 -0.3967
O -4.1868 3.8284 0.1265
C -5.5354 3.6078 -0.2200
C -5.6072 2.2094 -0.8085
C -4.1185 2.0206 -1.3368
H -5.7986 4.2607 -1.0522
H -6.2589 3.7573 0.5814
H -6.3004 2.2979 -1.6450
H -5.9219 1.4729 -0.0691
H -4.0793 2.4315 -2.3456
H -3.7067 1.0128 -1.3903
O 6.8784 -2.4890 -0.7608
C 6.1300 -2.5053 -1.7469
O 6.1329 -3.5416 -2.5570
C 5.3265 -3.3192 -3.6895
C 4.3839 -2.1927 -3.1706
C 5.3002 -1.4399 -2.3241
H 4.7173 -4.1826 -3.9568
H 5.7893 -2.9225 -4.5931
H 3.5922 -2.5964 -2.5395
H 4.0185 -1.5472 -3.9692
H 4.9240 -0.6914 -1.6267
H 5.8514 -0.7958 -3.0092
O 6.2983 1.4464 5.3643
C 5.9049 0.9401 4.3461
O 5.4141 1.7342 3.3699
C 5.1697 1.0750 2.1882
C 5.1733 -0.3769 2.5621
C 6.1475 -0.4224 3.7563
H 5.8843 1.2927 1.3944
H 4.2009 1.4636 1.8743
H 5.5567 -1.0501 1.7954
H 4.1689 -0.6966 2.8397
H 7.2104 -0.4601 3.5177
H 5.8544 -1.0138 4.6237
*
```

Löwdin population analysis, charges in e, atoms 1 to 5:
1. O 0.0514
2. C -0.5395
3. N 0.1923
4. C 0.0164
5. H 0.0596

No. 2
The following is a quantum chemistry calculation of a cluster of 2 separate species, C15H21ClN2O2 in total at a distorted geometry, from OMol25.

E_HOMO: -5.08 eV
energy above the lowest of the compared OMol25 structures with the same formula, charge and spin: 527.0 kJ/mol
orbital gap: 3.7 eV
calculated total energy: -1304.175914 a.u.

Structure (ORCA input):
```
! RIJCOSX wB97M-V def2-TZVPD def2/J DEFGRID3
* xyz 0 1
C -3.1328 0.4282 -3.5938
N -1.9862 -0.4741 -3.3912
C -2.0748 -1.8044 -4.0138
C -0.8199 0.0828 -3.1226
Cl 0.6355 -0.7352 -3.5628
H -4.0426 -0.1801 -3.6462
H -3.1725 1.1654 -2.7842
H -3.0425 0.9742 -4.5475
H -3.1287 -2.0897 -4.0141
H -1.7358 -1.7633 -5.0612
H -1.4439 -2.5062 -3.4581
H -0.8063 1.1782 -3.1476
C -0.4912 3.1574 3.8646
C -1.0210 3.2671 2.4542
O -0.3534 2.1547 1.7568
C -0.5076 2.1591 0.4265
C 0.5054 1.2362 -0.2669
C 1.2646 1.7311 -1.4142
N 0.5621 0.0790 0.3040
C 1.3347 -0.9568 0.0759
C 1.6706 -1.8597 1.1469
C 2.2270 -3.1620 0.9136
C 2.5212 -3.9690 2.0147
C 2.3169 -3.5087 3.3315
C 1.7895 -2.2257 3.5444
C 1.4755 -1.4049 2.4550
O -1.3722 2.7334 -0.2210
H -1.0773 3.7793 4.5352
H -0.5063 2.1294 4.2504
H 0.5429 3.5270 3.9120
H -2.1074 3.0949 2.3741
H -0.7288 4.2385 2.0064
H 1.1919 2.8255 -1.5112
H 2.3212 1.4182 -1.4378
H 0.8062 1.2915 -2.3059
H 1.6968 -1.1650 -0.9408
H 2.4434 -3.4774 -0.1141
H 2.9366 -4.9757 1.8557
H 2.5718 -4.1574 4.1875
H 1.6275 -1.8496 4.5462
H 1.1099 -0.3859 2.5993
*
```

Löwdin population analysis, charges in e, atoms 1 to 5:
1. C -0.0257
2. N -0.2596
3. C -0.0668
4. C -0.5111
5. Cl 0.7451